Below is C13H30EuIOP2Si as an isolated structure at a distorted geometry, with properties calculated with ωB97M-V/def2-TZVPD.

```
49
Properties=species:S:1:pos:R:3:forces:R:3
H 1.594 1.957 3.849 0.0 -0.2 0.0
C 0.177 -0.347 1.574 -0.3 -0.6 -1.0
C -1.427 -3.439 -0.675 -0.2 0.6 -0.4
H -1.476 1.923 3.602 0.0 -0.3 0.0
C -1.515 3.619 -1.334 0.0 -0.4 -0.1
H 1.569 0.886 5.254 -0.2 -0.1 -0.3
P -0.063 2.566 -0.959 0.4 1.0 0.7
P 0.098 -2.542 -0.350 -0.4 -0.5 3.0
H -0.238 -0.964 -6.804 0.1 -0.1 0.0
C -1.468 0.882 3.963 0.2 -0.2 -0.8
H 2.534 0.452 3.844 0.0 0.1 0.1
C 1.053 3.077 -2.322 0.0 0.2 -0.3
I -1.075 0.003 -4.477 0.3 0.1 -0.4
H 0.348 -3.160 1.935 0.2 -0.1 -0.4
H -2.237 3.488 -0.513 0.1 0.1 -0.5
H -2.160 -3.208 0.106 0.0 -0.1 -0.3
C 1.584 0.903 4.154 0.4 0.0 -0.5
H -0.889 -2.285 3.847 0.1 0.1 0.1
C 1.114 -3.009 -1.778 0.4 0.6 -0.8
C 0.612 3.599 0.398 0.2 0.0 0.4
H 0.634 -2.783 -2.745 0.0 0.1 0.2
H -2.354 0.366 3.557 0.2 0.2 0.1
H -0.023 3.487 1.289 0.2 -0.1 -0.2
H -1.133 -4.496 -0.619 -0.2 0.3 -0.1
H 1.883 -3.402 1.042 -0.4 -0.2 0.1
H -1.788 -3.216 -1.686 -0.3 0.0 0.4
H 0.579 4.668 0.120 0.1 -0.5 0.0
H 1.072 4.174 -2.313 0.4 -0.2 -0.2
H 2.158 -2.649 -1.776 -0.3 -0.2 0.2
Si 0.138 -0.039 3.438 -1.2 0.3 1.9
H 1.641 3.311 0.662 -0.4 0.1 -0.1
C 0.018 -0.019 -6.341 -0.5 -0.2 -0.3
O -2.546 -0.045 -1.171 1.7 0.7 0.1
C -1.428 0.166 -1.386 -1.9 -1.4 -0.6
H -0.441 0.786 -6.904 0.2 0.1 0.0
H 1.092 0.087 -6.223 -0.2 0.1 0.2
H 2.075 2.675 -2.205 -0.2 0.3 0.0
H 1.132 -4.109 -1.730 0.1 0.3 0.2
Eu 0.990 -0.031 -2.124 -0.4 1.0 0.6
H 0.485 -4.571 0.852 0.5 0.1 0.1
C 0.789 -3.528 0.998 0.3 -0.5 0.1
H 0.883 -2.372 3.882 -0.1 0.0 0.1
C 0.020 -1.771 4.190 0.2 -0.1 -0.4
H -1.933 3.308 -2.301 -0.2 0.2 0.3
H -1.595 0.931 5.056 0.3 -0.2 -0.3
C 0.039 -1.003 0.510 0.6 -0.3 -0.8
H 0.012 -1.765 5.286 0.0 0.2 -0.2
H 0.651 2.762 -3.295 0.0 0.0 0.0
H -1.182 4.671 -1.375 -0.2 -0.5 0.0
```
Positions in Å, forces in eV/Å.

- Kohn-Sham gap (alpha / beta) (eV) = 4.836 / 7.132
- spin multiplicity = 7
- HOMO level (alpha / beta) (eV) = -11.22 / -13.65
- net charge = +2